(1)
Computed, not measured: C49H45AsBr3N4O3Pt as an isolated structure, with ωB97M-V with the def2-TZVPD basis set.

Calculated values
Energy = -12415.7699 hartree
LUMO (spin up / spin down) = -3.062 / -5.037 eV
Kohn-Sham gap (spin up / spin down) = 6.83 / 4.87 eV
Maximum force = 0.39 eV/Å

Structure (ORCA input):
```
! wB97M-V def2-TZVPD RIJCOSX def2/J DEFGRID3
* xyz 1 5
Pt -0.376 0.094 -0.524
O -1.859 0.602 -3.911
C -2.652 1.703 -3.853
C -3.707 1.809 -4.757
C -4.518 2.930 -4.750
C -4.280 3.962 -3.849
C -3.234 3.846 -2.951
C -2.415 2.721 -2.922
C -1.328 2.642 -1.856
O -0.433 1.591 -2.086
N -1.963 2.589 -0.518
N -2.268 1.243 -0.185
C -3.470 0.915 -0.440
C -4.038 -0.411 -0.243
Br -3.106 -1.564 0.931
C -5.158 -0.717 -0.909
C -5.953 -1.938 -1.048
C -6.757 -2.020 -2.191
C -7.519 -3.146 -2.448
C -7.512 -4.203 -1.549
C -6.747 -4.120 -0.394
C -5.970 -3.001 -0.142
H -1.122 0.820 -3.277
H -3.861 1.007 -5.467
H -5.332 3.006 -5.460
H -4.903 4.846 -3.850
H -3.051 4.639 -2.233
H -0.798 3.605 -1.831
H -1.273 2.891 0.163
H -4.134 1.677 -0.846
H -5.513 0.100 -1.533
H -6.772 -1.189 -2.887
H -8.127 -3.193 -3.342
H -8.113 -5.082 -1.740
H -6.759 -4.933 0.320
H -5.398 -2.952 0.769
Br -3.486 -2.834 -3.576
C -1.676 -2.540 -3.843
C -1.035 -2.998 -4.979
C 0.313 -2.760 -5.168
Br 1.106 -3.388 -6.738
C 1.107 -2.057 -4.197
C 2.482 -1.804 -4.331
C 3.131 -1.116 -3.339
C 2.413 -0.695 -2.218
N 1.125 -0.936 -2.062
C 0.474 -1.588 -3.040
C -0.969 -1.783 -2.845
O -1.550 -1.292 -1.866
H -1.596 -3.537 -5.729
H 3.011 -2.144 -5.210
H 4.186 -0.892 -3.411
H 2.904 -0.142 -1.429
C 4.666 2.883 6.599
C 4.120 2.356 5.303
C 3.204 1.311 5.279
C 2.693 0.807 4.091
C 1.682 -0.303 4.153
C 3.122 1.372 2.881
As 2.518 0.727 1.153
N 0.731 0.964 1.055
C 0.160 2.007 1.816
C 0.726 3.283 1.869
C 0.120 4.277 2.621
C -1.043 4.012 3.330
C -1.608 2.744 3.274
C -1.020 1.746 2.515
C 2.887 -1.190 1.082
C 4.252 -1.457 0.870
C 5.288 -0.365 0.771
C 4.681 -2.776 0.777
C 3.798 -3.839 0.885
C 4.269 -5.263 0.788
C 2.457 -3.550 1.095
C 1.973 -2.250 1.192
C 0.491 -2.102 1.410
C 4.035 2.438 2.876
C 4.554 3.106 1.626
C 4.516 2.908 4.093
H 4.184 2.412 7.454
H 4.519 3.961 6.674
H 5.739 2.695 6.670
H 2.870 0.880 6.216
H 1.429 -0.530 5.187
H 2.061 -1.215 3.689
H 0.759 -0.017 3.644
H 1.619 3.499 1.295
H 0.559 5.266 2.647
H -1.512 4.791 3.915
H -2.518 2.531 3.819
H -1.469 0.763 2.450
H 5.001 0.420 0.066
H 6.240 -0.775 0.437
H 5.452 0.112 1.740
H 5.736 -2.972 0.623
H 5.344 -5.316 0.627
H 3.775 -5.781 -0.035
H 4.036 -5.810 1.703
H 1.752 -4.370 1.194
H 0.102 -2.967 1.949
H -0.040 -2.076 0.450
H 0.230 -1.207 1.967
H 3.913 2.963 0.758
H 5.544 2.722 1.367
H 4.659 4.178 1.791
H 5.219 3.735 4.091
*
```

Here are the Löwdin charges for atoms 1 to 4, given in e:
1. Pt 1.154
2. O 0.015
3. C -0.261
4. C -0.015

=====

(2)
Computed, not measured: C49H45BrCl2I2KN11O4P as an isolated structure, with ωB97M-V with the def2-TZVPD basis set.

Calculated values
Energy = -7828.7004 hartree
LUMO = 1.135 eV
Kohn-Sham gap = 5.13 eV
Maximum force = 0.91 eV/Å

Structure (ORCA input):
```
! wB97M-V def2-TZVPD RIJCOSX def2/J DEFGRID3
* xyz -1 1
K 0.080 -0.503 -0.237
Cl 6.260 -4.091 -1.359
C 4.713 -3.356 -1.683
C 4.388 -2.170 -1.053
C 3.168 -1.528 -1.270
N 3.022 -0.232 -0.744
C 2.909 -0.008 0.530
O 2.715 -0.809 1.495
C 3.035 1.450 0.909
C 4.283 2.067 0.904
C 4.384 3.374 1.345
C 3.234 4.033 1.754
C 2.032 3.346 1.702
N 1.925 2.077 1.309
C 2.228 -2.132 -2.140
C 2.589 -3.318 -2.787
C 3.811 -3.926 -2.569
Cl 4.185 -5.402 -3.414
N 0.987 -1.531 -2.424
C -0.086 -2.311 -2.415
O -0.213 -3.511 -2.104
C -1.403 -1.627 -2.785
C -1.797 -1.566 -4.118
C -3.071 -1.110 -4.411
C -3.912 -0.747 -3.370
C -3.425 -0.819 -2.075
N -2.193 -1.229 -1.783
H 5.102 -1.714 -0.380
H 5.141 1.515 0.544
H 5.342 3.880 1.355
H 3.254 5.063 2.084
H 1.106 3.842 1.981
H 1.879 -3.785 -3.452
H -1.105 -1.874 -4.891
H -3.405 -1.042 -5.440
H -4.916 -0.385 -3.550
H -4.033 -0.520 -1.226
O 0.224 -8.744 0.222
C 1.093 -7.778 0.631
O 2.241 -8.059 0.831
C 0.507 -6.420 0.816
C -0.814 -6.242 1.215
C -1.323 -4.967 1.405
C -0.514 -3.860 1.165
C 0.819 -4.037 0.788
C 1.327 -5.310 0.617
N -0.948 -2.536 1.363
C -2.141 -2.198 1.068
C -2.701 -0.842 1.336
C -4.084 -0.793 1.522
C -4.561 0.336 2.260
C -3.784 1.434 2.384
C -2.540 1.467 1.541
N -1.876 0.179 1.504
H -0.604 -8.320 -0.038
H -1.445 -7.097 1.431
H -2.340 -4.830 1.750
H 1.454 -3.173 0.629
H 2.355 -5.458 0.314
H -2.837 -2.907 0.608
H -4.693 -1.674 1.373
H -5.510 0.268 2.783
H -4.051 2.269 3.021
H -2.776 1.772 0.500
C 0.342 0.161 6.235
N 1.699 0.218 5.529
C 2.389 -1.139 5.707
N 1.567 -2.200 5.261
C 0.284 -2.173 5.952
N -0.440 -0.920 5.764
C -0.856 -0.729 4.352
P 0.532 -0.694 3.114
C 1.535 0.546 4.066
C 1.395 -2.188 3.792
H -0.144 1.118 6.046
H 0.567 0.050 7.299
H 2.272 0.932 5.976
H 2.599 -1.224 6.777
H 3.315 -1.089 5.135
H 0.457 -2.320 7.023
H -0.329 -2.990 5.576
H -1.438 0.191 4.270
H -1.544 -1.535 4.085
H 1.064 1.529 4.006
H 2.530 0.603 3.621
H 2.366 -2.274 3.304
H 0.813 -3.068 3.515
I -2.083 4.505 1.681
C -1.493 2.463 2.026
H -0.554 2.334 1.494
H -1.331 2.396 3.101
N 1.116 4.945 -0.978
C 1.956 4.080 -1.648
C 3.303 4.386 -1.849
C 4.096 3.443 -2.479
C 3.547 2.235 -2.878
C 2.198 2.026 -2.639
N 1.415 2.927 -2.048
H 1.364 5.917 -0.955
H 0.130 4.741 -1.027
H 3.710 5.329 -1.508
H 5.148 3.647 -2.639
H 4.139 1.454 -3.333
H 1.726 1.092 -2.926
Br -2.919 2.460 -5.625
C -4.055 2.492 -4.108
C -5.423 2.453 -4.352
C -6.312 2.434 -3.292
C -5.830 2.456 -1.991
C -4.466 2.499 -1.758
C -3.555 2.512 -2.812
I -1.508 2.561 -2.404
H -5.778 2.431 -5.373
H -7.377 2.401 -3.487
H -6.507 2.435 -1.147
H -4.110 2.508 -0.737
*
```

Here are the Löwdin charges for atoms 1 to 4, given in e:
1. K 0.626
2. Cl 0.613
3. C -0.701
4. C -0.060

=====

(3)
Computed, not measured: C49H45ClN2OP2W as an isolated structure in a non-equilibrium geometry, with ωB97M-V with the def2-TZVPD basis set.

Calculated values
Energy = -3288.3726 hartree
LUMO (spin up / spin down) = -6.301 / -6.595 eV
Kohn-Sham gap (spin up / spin down) = 6.01 / 6.36 eV
Maximum force = 3.89 eV/Å

Structure (ORCA input):
```
! wB97M-V def2-TZVPD RIJCOSX def2/J DEFGRID3
* xyz 2 3
W -0.563 0.544 -0.456
C -4.024 -1.355 -4.431
C -3.519 -0.820 -3.022
C -4.348 0.472 -2.750
C -2.003 -0.798 -2.934
C -1.246 -2.090 -3.303
O -1.565 -2.948 -2.161
C -1.614 -2.101 -1.066
N -1.671 -0.809 -1.425
C -1.870 -2.834 0.134
C -2.199 -4.212 0.115
C -2.627 -4.868 1.211
C -2.788 -4.202 2.380
C -2.654 -2.834 2.413
C -2.004 -2.202 1.374
P -1.291 -0.531 1.725
C -2.618 0.320 2.590
C -2.403 0.900 3.826
C -3.474 1.487 4.498
C -4.780 1.374 4.011
C -4.941 0.893 2.716
C -3.907 0.308 2.051
C -0.029 -0.808 3.134
C 0.167 -1.865 3.947
C 1.139 -1.832 4.993
C 2.022 -0.768 5.070
C 1.800 0.330 4.239
C 0.716 0.336 3.372
H -4.802 -2.104 -4.316
H -3.252 -1.745 -5.107
H -4.536 -0.610 -5.026
H -3.879 -1.580 -2.258
H -4.010 1.282 -3.405
H -4.204 0.853 -1.747
H -5.396 0.337 -3.019
H -1.597 0.079 -3.490
H -0.172 -1.887 -3.209
H -1.478 -2.600 -4.238
H -2.122 -4.809 -0.850
H -3.069 -5.867 1.123
H -3.063 -4.761 3.281
H -2.881 -2.294 3.344
H -1.402 1.039 4.238
H -3.210 1.985 5.455
H -5.630 1.747 4.617
H -5.938 0.996 2.247
H -4.063 -0.026 1.018
H -0.543 -2.718 3.908
H 1.203 -2.641 5.684
H 2.913 -0.806 5.669
H 2.388 1.228 4.386
H 0.416 1.337 2.932
Cl -3.751 4.141 0.389
C -2.124 4.114 0.997
C -1.946 4.913 2.059
C -0.658 5.129 2.557
C 0.424 4.460 1.953
C 0.200 3.488 1.010
C -1.113 3.311 0.438
C -1.312 2.576 -0.815
H -2.827 5.435 2.409
H -0.544 5.840 3.348
H 1.437 4.664 2.315
H 1.068 3.024 0.520
H -0.685 3.057 -1.582
H -2.377 2.534 -1.191
N 1.206 0.384 -0.736
P 2.699 0.190 -1.270
C 3.482 1.790 -1.312
C 3.562 2.498 -0.130
C 4.152 3.742 -0.123
C 4.930 4.115 -1.143
C 4.996 3.364 -2.337
C 4.228 2.212 -2.443
C 3.649 -0.942 -0.297
C 3.089 -1.629 0.796
C 3.879 -2.571 1.449
C 5.165 -2.846 0.978
C 5.662 -2.183 -0.109
C 4.951 -1.185 -0.703
C 2.558 -0.557 -2.921
C 2.652 -1.956 -2.994
C 2.354 -2.627 -4.187
C 1.927 -1.891 -5.310
C 1.743 -0.526 -5.197
C 2.063 0.136 -4.008
H 3.188 2.092 0.799
H 3.883 4.414 0.690
H 5.561 4.998 -1.131
H 5.415 3.754 -3.263
H 4.289 1.531 -3.309
H 2.027 -1.463 1.089
H 3.483 -2.935 2.400
H 5.690 -3.638 1.520
H 6.696 -2.252 -0.432
H 5.327 -0.681 -1.598
H 2.809 -2.647 -2.143
H 2.403 -3.702 -4.271
H 1.899 -2.412 -6.255
H 1.322 0.032 -6.023
H 1.886 1.184 -3.969
*
```

Here are the Löwdin charges for atoms 1 to 4, given in e:
1. W 1.353
2. C -0.038
3. C -0.338
4. C -0.055

=====

(4)
Computed, not measured: C49H45ClN3O8PSTeZn as an isolated structure, with ωB97M-V with the def2-TZVPD basis set.

Calculated values
Energy = -5907.5647 hartree
LUMO (spin up / spin down) = 2.177 / 1.526 eV
Kohn-Sham gap (spin up / spin down) = 6.87 / 7.35 eV
Maximum force = 0.84 eV/Å

Structure (ORCA input):
```
! wB97M-V def2-TZVPD RIJCOSX def2/J DEFGRID3
* xyz -1 2
Zn 0.100 0.313 1.014
O -2.376 2.312 2.313
S -2.419 0.875 2.137
O -3.552 0.178 2.696
O -1.114 0.241 2.568
C -3.464 1.139 -0.568
C -4.258 2.356 -0.095
C -4.834 3.231 -1.109
C -4.872 2.837 -2.389
C -4.102 1.696 -2.838
C -3.313 0.963 -2.029
P -1.935 -0.052 -2.764
C -2.890 -1.206 -3.841
C -2.152 -2.055 -4.679
C -2.757 -3.107 -5.350
C -4.113 -3.358 -5.172
C -4.854 -2.540 -4.335
C -4.249 -1.472 -3.677
C -1.274 1.210 -3.939
C -1.268 1.086 -5.324
C -0.738 2.095 -6.124
C -0.215 3.241 -5.549
C -0.217 3.373 -4.163
C -0.726 2.363 -3.364
H -4.029 2.748 0.884
H -5.210 4.201 -0.804
H -5.352 3.456 -3.139
H -4.037 1.537 -3.910
H -1.085 -1.890 -4.796
H -2.165 -3.748 -5.993
H -4.582 -4.197 -5.673
H -5.909 -2.734 -4.181
H -4.845 -0.845 -3.028
H -1.701 0.211 -5.794
H -0.746 1.985 -7.202
H 0.192 4.028 -6.172
H 0.175 4.270 -3.704
H -0.726 2.465 -2.280
O -5.432 -1.431 -0.453
C -4.624 -2.330 0.118
O -5.082 -3.348 0.562
C -3.138 -2.113 0.098
C -2.285 -3.208 0.072
Cl -2.628 -4.861 -0.156
N -1.015 -2.759 0.154
N -1.001 -1.424 0.179
C -2.249 -0.999 0.143
C -2.342 0.550 0.268
O -4.794 1.014 -0.069
O -1.182 1.146 -0.163
C 0.258 -3.407 0.010
C 1.237 -2.749 -0.729
C 2.500 -3.310 -0.838
C 2.778 -4.529 -0.235
C 1.793 -5.172 0.503
C 0.531 -4.610 0.640
H -5.090 -0.521 -0.417
H 1.009 -1.796 -1.187
H 3.269 -2.777 -1.384
H 3.761 -4.972 -0.330
H 2.010 -6.109 0.999
H -0.215 -5.087 1.260
C 2.632 -1.322 2.259
C 2.951 -0.356 1.121
O 4.094 -0.422 0.619
N 1.972 0.475 0.761
Te 2.687 1.847 -0.852
C 4.267 2.752 -2.127
C 4.213 4.118 -2.437
C 3.195 5.055 -1.827
C 5.126 4.636 -3.355
C 6.086 3.841 -3.966
C 7.078 4.427 -4.939
C 6.114 2.490 -3.648
C 5.216 1.928 -2.741
C 5.298 0.438 -2.477
C 3.114 3.140 0.780
C 2.040 3.807 1.384
C 0.604 3.764 0.901
C 2.287 4.591 2.512
C 3.553 4.735 3.045
C 3.801 5.586 4.265
C 4.602 4.065 2.424
C 4.416 3.260 1.306
C 5.629 2.555 0.741
H 3.560 -1.676 2.701
H 2.085 -2.181 1.860
H 2.011 -0.846 3.019
H 2.178 4.717 -2.044
H 3.314 6.064 -2.225
H 3.294 5.102 -0.742
H 5.080 5.695 -3.597
H 6.789 5.436 -5.237
H 7.155 3.814 -5.839
H 8.075 4.483 -4.496
H 6.859 1.848 -4.115
H 6.331 0.094 -2.544
H 4.722 -0.111 -3.230
H 4.908 0.161 -1.497
H 0.466 3.188 -0.010
H 0.250 4.780 0.708
H -0.060 3.334 1.654
H 1.445 5.090 2.986
H 2.870 6.005 4.648
H 4.475 6.415 4.033
H 4.264 5.002 5.063
H 5.606 4.160 2.831
H 6.465 2.644 1.436
H 5.932 2.991 -0.212
H 5.422 1.495 0.578
*
```

Here are the Löwdin charges for atoms 1 to 4, given in e:
1. Zn 0.674
2. O -0.316
3. S 0.542
4. O -0.291